Entry 1:
A structure of composition C7H11Cl in a non-equilibrium geometry. Source: the OMol25 dataset; level of theory: ωB97M-V with the def2-TZVPD basis set.

XYZ file:
```
19
Properties=species:S:1:pos:R:3:mulliken_charge:R:1
C 1.0056 0.4762 1.6921 -0.943
C 0.5301 -0.3683 0.7638 0.780
C -1.1893 1.4822 -0.6905 -0.581
C -1.9571 1.2907 0.6004 -0.530
C -1.2100 0.1329 0.0189 0.287
C 1.2858 -1.1668 -1.4855 -0.717
C 1.1012 -1.5055 0.0391 -0.808
Cl -2.1202 -1.1328 -0.6710 -0.193
H 1.9000 0.2539 2.3024 0.293
H 0.4953 1.4359 1.8787 0.131
H -1.7631 1.6588 -1.6136 0.250
H -0.3630 2.0556 -0.4940 0.297
H -1.3312 1.7148 1.5172 0.023
H -2.9823 1.2269 0.7152 0.340
H 2.1691 -0.4855 -1.4698 0.259
H 1.4696 -2.1254 -2.0118 0.308
H 0.2757 -0.6493 -1.6825 0.189
H 2.0857 -1.7743 0.5207 0.357
H 0.5981 -2.5200 0.0703 0.257
```

Results
Energy   -733.37386 hartree
Net charge   0
HOMO energy   -0.3415 Ha
Energy relative to the best compared isomer or geometry (same formula, charge and spin)   319.4 kJ/mol

Entry 2:
A structure of composition C19H27FI2N3O6P in a non-equilibrium geometry. Source: the OMol25 dataset; level of theory: ωB97M-V with the def2-TZVPD basis set.

XYZ file:
```
59
Properties=species:S:1:pos:R:3:mulliken_charge:R:1
C 2.5775 -0.1359 1.3089 -1.023
C 2.6238 0.9940 0.2808 -0.472
C 1.4411 1.9209 0.4080 -0.501
O 0.2833 1.2552 -0.0685 -0.117
C -0.8789 1.9793 0.2362 -1.795
C -2.1379 1.3304 -0.4588 3.698
C -1.7202 0.0765 -1.1123 -0.796
N -1.3990 -0.8988 -1.6164 -0.754
C -2.7300 2.3158 -1.4958 -1.110
I -4.6476 3.1422 -1.1624 0.154
C -2.0366 2.6788 -2.5804 0.281
C -0.6556 2.1876 -2.9275 -1.037
I -2.7597 4.0383 -4.0160 0.047
C -3.1009 0.8662 0.6831 0.180
C -3.4534 1.9179 1.6173 -0.170
N -3.6990 2.7527 2.3631 -0.604
C -4.3274 0.1357 0.1596 -0.687
O -4.4591 -0.1968 -0.9774 -0.445
N -5.3280 -0.1899 1.1511 0.078
C -6.5675 0.4159 0.9046 0.551
O -7.3138 0.1658 0.0358 -0.428
F -6.8483 1.3338 1.8369 -0.230
P -2.1247 -0.4393 1.7431 0.386
C -2.7290 -0.2417 3.4628 -1.385
C -2.7875 -2.0867 1.2743 -0.398
C -1.6650 -3.1341 1.4700 -1.211
H 2.5496 0.2830 2.3129 0.325
H 3.4419 -0.7876 1.2139 0.351
H 1.6821 -0.7315 1.1375 0.154
H 2.6953 0.5985 -0.7312 0.230
H 3.5386 1.5639 0.4536 0.428
H 1.6125 2.8389 -0.1663 0.279
H 1.3052 2.1846 1.4625 0.306
H -0.7792 2.9891 -0.1682 0.735
H -1.0151 2.0226 1.3174 0.687
H -0.6184 1.1059 -3.0055 0.202
H 0.0705 2.5247 -2.1918 0.148
H -0.3422 2.6043 -3.8777 0.574
H -5.0054 0.0360 2.0859 0.217
H -2.3927 0.6962 3.8884 0.415
H -2.2796 -1.0601 4.0237 0.446
H -3.8087 -0.3490 3.5663 0.367
H -3.1173 -2.1161 0.2410 0.437
H -3.6335 -2.3203 1.9200 0.487
H -0.8286 -2.7101 2.0221 0.310
H -2.0391 -4.0229 1.9666 0.343
H -1.2816 -3.4207 0.4946 0.350
C 4.9906 -3.6848 -2.5364 -0.655
O 5.1932 -2.6496 -1.5707 -0.264
C 6.3578 -2.0138 -1.6851 0.754
O 7.2094 -2.2385 -2.5032 -0.545
O 6.4141 -1.0809 -0.7347 -0.252
C 7.6182 -0.3107 -0.7365 -0.667
H 4.0138 -4.1086 -2.3246 0.213
H 5.0012 -3.2761 -3.5446 0.300
H 5.7532 -4.4547 -2.4390 0.296
H 7.7303 0.2250 -1.6769 0.313
H 8.4828 -0.9487 -0.5652 0.300
H 7.5232 0.4003 0.0788 0.206
```

Results
Energy   -2392.45010 hartree
Net charge   0
HOMO energy   -0.3339 Ha
Energy relative to the best compared isomer or geometry (same formula, charge and spin)   0.0 kJ/mol

Entry 3:
A cluster of 2 separate species, BrH2O2PS in total in a non-equilibrium geometry. Source: the OMol25 dataset; level of theory: ωB97M-V with the def2-TZVPD basis set.

XYZ file:
```
7
Properties=species:S:1:pos:R:3:mulliken_charge:R:1
O -1.5927 0.2640 1.1669 -0.460
P -1.2907 -0.0179 -0.1890 0.812
O -0.6213 1.1916 -0.9757 -0.440
S -1.7863 -1.5993 -1.1837 -0.298
H -0.2069 0.9889 -1.8905 0.384
Br 2.4417 -0.9433 1.2000 -0.204
H 3.0563 0.1159 1.8720 0.206
```

Results
Energy   -3465.28362 hartree
Net charge   0
HOMO energy   -0.3688 Ha
Energy relative to the best compared isomer or geometry (same formula, charge and spin)   112.2 kJ/mol

Number 1: gap between HOMO and LUMO 10.2837 eV, lowest unoccupied orbital energy 0.99 eV. Number 2: gap between HOMO and LUMO 8.9270 eV, lowest unoccupied orbital energy -0.16 eV. Number 3: gap between HOMO and LUMO 9.7958 eV, lowest unoccupied orbital energy -0.24 eV.